Arrangement a

106
Properties=species:S:1:pos:R:3 method="wB97M-V/def2-TZVPD" homo_ha=-0.19003 gap_ha=0.2717 total_charge=-1 e_lumo_ev=2.2
Zn -0.29 -0.95 0.61
O 3.01 -0.19 0.58
C 2.19 0.60 0.14
O 1.03 0.30 -0.32
C 2.53 2.10 0.11
C 3.85 2.46 -0.12
C 4.21 3.79 -0.27
C 3.25 4.77 -0.17
C 1.93 4.44 0.09
C 1.54 3.10 0.23
P -0.25 2.71 0.44
C -0.66 3.41 -1.23
C -0.54 2.56 -2.34
C -0.71 3.05 -3.62
C -1.01 4.39 -3.83
C -1.17 5.23 -2.73
C -0.99 4.74 -1.45
C -0.76 4.09 1.57
C 0.08 4.50 2.60
C -0.38 5.32 3.62
C -1.70 5.74 3.62
C -2.56 5.33 2.61
C -2.09 4.49 1.61
H 4.59 1.68 -0.21
H 5.24 4.05 -0.48
H 3.51 5.82 -0.31
H 1.18 5.21 0.17
H -0.31 1.51 -2.17
H -0.61 2.38 -4.47
H -1.12 4.78 -4.83
H -1.42 6.27 -2.88
H -1.11 5.41 -0.60
H 1.11 4.16 2.61
H 0.29 5.62 4.42
H -2.06 6.40 4.41
H -3.59 5.64 2.62
H -2.78 4.15 0.84
S -4.56 -1.96 -1.28
C -4.45 -0.31 -1.72
C -3.41 0.27 -1.08
N -2.69 -0.56 -0.26
C -3.18 -1.76 -0.27
H -5.14 0.13 -2.43
H -3.12 1.31 -1.18
H -2.82 -2.57 0.34
C -3.32 0.48 5.22
C -3.55 0.33 3.84
C -2.53 -0.03 3.01
C -1.21 -0.26 3.49
C -0.15 -0.63 2.61
C 1.11 -0.70 3.16
C 1.35 -0.51 4.54
C 0.32 -0.24 5.39
C -0.99 -0.07 4.88
C -2.06 0.29 5.73
H -4.14 0.75 5.88
H -4.55 0.50 3.45
H -2.70 -0.14 1.95
H 1.97 -0.89 2.53
H 2.36 -0.61 4.93
H 0.48 -0.14 6.46
H -1.87 0.41 6.79
C -3.17 -5.63 -0.72
C -2.38 -6.01 0.54
C -1.90 -7.46 0.42
C -3.27 -5.87 1.77
O -1.27 -5.14 0.74
Si -0.06 -4.64 -0.27
S -0.41 -2.74 -1.05
O -0.06 -5.73 -1.50
C 0.85 -5.96 -2.58
C 1.92 -4.88 -2.70
C 0.02 -6.00 -3.86
C 1.51 -7.32 -2.33
O 1.36 -4.78 0.51
C 1.76 -5.10 1.84
C 3.27 -4.85 1.89
C 1.48 -6.57 2.13
C 1.04 -4.21 2.84
H -4.01 -6.31 -0.85
H -2.52 -5.69 -1.59
H -3.54 -4.61 -0.64
H -2.75 -8.13 0.24
H -1.40 -7.76 1.34
H -1.20 -7.53 -0.41
H -4.15 -6.51 1.68
H -3.60 -4.83 1.89
H -2.71 -6.16 2.66
H 1.46 -3.92 -2.92
H 2.62 -5.14 -3.49
H 2.45 -4.77 -1.75
H -0.38 -5.00 -4.07
H -0.82 -6.69 -3.75
H 0.63 -6.33 -4.70
H 2.09 -7.26 -1.41
H 2.17 -7.59 -3.15
H 0.74 -8.08 -2.21
H 3.78 -5.51 1.18
H 3.66 -5.03 2.89
H 3.47 -3.81 1.60
H 1.88 -7.19 1.33
H 0.40 -6.74 2.19
H 1.94 -6.86 3.08
H 1.29 -3.17 2.65
H 1.33 -4.46 3.86
H -0.04 -4.32 2.74



Arrangement b

106
Properties=species:S:1:pos:R:3 method="wB97M-V/def2-TZVPD" homo_ha=-0.19715 gap_ha=0.2867 total_charge=-1 e_lumo_ev=2.4
Zn 0.73 -0.90 -0.37
O -2.20 -2.70 1.28
C -1.90 -2.42 0.12
O -0.73 -2.17 -0.33
C -3.00 -2.37 -0.93
C -4.29 -2.65 -0.50
C -5.36 -2.63 -1.38
C -5.12 -2.31 -2.71
C -3.84 -2.03 -3.15
C -2.75 -2.06 -2.27
P -1.02 -1.70 -2.85
C -0.28 -3.38 -3.02
C -0.80 -4.52 -2.42
C -0.17 -5.75 -2.58
C 0.99 -5.85 -3.34
C 1.52 -4.72 -3.93
C 0.88 -3.49 -3.78
C -1.29 -1.34 -4.64
C -1.25 0.00 -5.02
C -1.42 0.39 -6.34
C -1.63 -0.58 -7.32
C -1.68 -1.92 -6.96
C -1.51 -2.30 -5.64
H -4.42 -2.88 0.55
H -6.36 -2.86 -1.04
H -5.94 -2.29 -3.42
H -3.69 -1.78 -4.19
H -1.70 -4.46 -1.82
H -0.59 -6.63 -2.10
H 1.48 -6.81 -3.46
H 2.43 -4.78 -4.52
H 1.31 -2.61 -4.24
H -1.08 0.75 -4.25
H -1.38 1.43 -6.61
H -1.74 -0.28 -8.36
H -1.85 -2.68 -7.72
H -1.55 -3.35 -5.37
S 4.57 0.21 3.96
C 4.62 0.17 2.15
C 3.19 -0.20 1.66
N 2.38 -0.68 2.78
C 2.95 -0.52 3.90
H 5.04 1.10 1.76
H 2.63 0.56 1.12
H 2.48 -0.81 4.84
C 6.36 -0.99 0.60
C 5.17 -1.13 1.49
C 3.79 -1.34 0.79
C 3.74 -1.06 -0.69
C 2.49 -1.06 -1.31
C 2.47 -0.85 -2.70
C 3.64 -0.68 -3.44
C 4.87 -0.68 -2.79
C 4.92 -0.87 -1.40
C 6.23 -0.85 -0.72
H 7.34 -0.97 1.07
H 5.34 -1.88 2.27
H 3.33 -2.30 0.99
H 1.52 -0.81 -3.22
H 3.59 -0.52 -4.51
H 5.79 -0.54 -3.34
H 7.11 -0.72 -1.34
C 1.90 4.42 2.37
C 1.22 3.61 3.46
C 0.15 4.45 4.17
C 2.24 3.13 4.49
O 0.68 2.42 2.87
Si -0.52 2.07 1.81
S 0.28 1.34 0.03
O -1.28 3.49 1.47
C -2.57 3.78 0.93
C -3.05 2.71 -0.05
C -2.45 5.12 0.23
C -3.55 3.88 2.11
O -1.61 1.08 2.52
C -1.60 0.31 3.73
C -2.92 -0.46 3.74
C -1.54 1.24 4.94
C -0.41 -0.64 3.73
H 2.36 5.32 2.79
H 1.17 4.72 1.61
H 2.67 3.82 1.89
H 0.61 5.36 4.56
H -0.29 3.89 5.00
H -0.64 4.73 3.47
H 2.59 3.98 5.09
H 3.10 2.67 3.99
H 1.78 2.40 5.15
H -2.32 2.58 -0.85
H -4.01 3.01 -0.47
H -3.17 1.75 0.46
H -1.83 5.02 -0.67
H -1.97 5.84 0.90
H -3.43 5.50 -0.06
H -3.51 2.95 2.69
H -4.57 4.02 1.75
H -3.27 4.71 2.76
H -3.75 0.24 3.59
H -3.05 -0.98 4.69
H -2.93 -1.20 2.93
H -2.33 2.00 4.87
H -0.57 1.74 4.97
H -1.68 0.67 5.86
H -0.50 -1.37 2.93
H -0.35 -1.17 4.68
H 0.52 -0.07 3.59



The structure shown above that is least stable: arrangement b.